DFT (ωB97M-V with the def2-TZVPD basis set) results for a 5-piece molecular cluster, C39H49ClF4O7S overall in a non-equilibrium geometry.

The geometry in XYZ format:
```
101
Properties=species:S:1:pos:R:3:forces:R:3
C -2.760803 -4.207824 3.124515 -0.074 0.260 -0.104
C -3.546205 -2.942622 2.760252 0.480 0.138 -0.120
C -2.653085 -1.721943 2.578701 -0.281 -0.320 0.492
O -1.543674 -2.057698 1.732814 0.002 0.082 0.067
C -0.385548 -1.391914 1.949468 0.068 0.625 0.054
C 0.391053 -1.753622 3.228748 -0.204 -0.817 -0.095
C 1.566069 -2.721409 3.093831 0.334 0.478 0.825
C 2.450564 -2.638685 4.337414 -0.133 -0.254 -0.293
Cl 0.967403 -4.409599 2.940948 -0.019 -0.021 -0.344
O -0.660282 0.085539 2.078103 0.186 0.052 -0.093
S 0.612713 0.882715 1.626097 0.345 0.681 0.520
O 0.230774 1.913692 0.727707 0.169 -0.473 -0.206
O 1.446586 1.267182 2.712652 -0.063 -0.404 0.093
O 1.378420 -0.357761 0.902478 -0.165 0.545 -0.390
C 0.415073 -1.343497 0.616277 -1.655 -1.100 -0.445
O 1.006983 -2.534345 0.281241 0.947 0.365 0.264
O -0.496207 -0.982814 -0.369466 0.500 0.634 0.474
C -0.018912 -0.240999 -1.500231 -0.118 -0.171 -0.802
C 0.712288 -1.062624 -2.563071 0.268 -0.032 -0.010
C 2.220373 -1.234644 -2.274609 -0.371 0.041 0.184
C -0.028678 -2.372047 -2.852901 -0.516 0.261 -0.519
C 0.003467 -2.874950 -4.313904 0.598 -0.482 0.138
C -0.293664 -4.385969 -4.321444 0.031 0.359 -0.268
C 1.353054 -2.670748 -5.002936 0.164 0.039 0.218
H -1.825982 -3.973552 3.631124 0.002 0.042 0.080
H -2.497693 -4.748754 2.218805 0.045 -0.193 0.078
H -3.342401 -4.840546 3.790162 -0.038 -0.185 -0.125
H -4.096465 -3.082139 1.830629 -0.232 -0.152 0.107
H -4.240513 -2.707271 3.566279 -0.201 0.120 -0.145
H -3.203804 -0.899954 2.124013 0.075 0.085 -0.070
H -2.305865 -1.395126 3.562138 0.198 0.049 -0.049
H 0.741997 -0.867275 3.749883 0.077 0.174 -0.236
H -0.329510 -2.231070 3.895264 -0.009 0.077 0.083
H 2.188845 -2.487967 2.239162 -0.130 -0.272 -0.209
H 3.046116 -1.727238 4.290787 -0.028 0.079 0.090
H 3.118484 -3.497035 4.343379 0.132 0.059 0.089
H 1.854410 -2.658474 5.248485 -0.006 0.032 0.063
H 0.349585 -3.228025 0.409568 -0.103 -0.124 0.004
H 0.570485 0.625486 -1.210390 0.082 -0.060 0.195
H -0.925006 0.145768 -1.964179 -0.176 -0.053 0.200
H 0.623048 -0.452203 -3.468537 -0.027 0.133 0.038
H 2.417219 -2.242602 -1.914040 0.190 -0.004 -0.043
H 2.821067 -1.026519 -3.155385 0.085 -0.157 -0.047
H 2.539989 -0.537120 -1.498831 0.067 0.010 0.014
H -1.082910 -2.201566 -2.614303 -0.039 -0.173 0.146
H 0.307103 -3.180809 -2.205185 0.190 0.113 0.156
H -0.758406 -2.362099 -4.904396 -0.062 0.110 0.073
H -1.357769 -4.584122 -4.206236 -0.018 -0.157 0.077
H 0.064232 -4.824700 -5.253469 -0.265 -0.075 -0.110
H 0.263272 -4.880475 -3.525280 -0.064 -0.021 0.101
H 1.708005 -1.642314 -4.962811 -0.077 0.071 -0.066
H 1.313423 -2.966394 -6.050661 -0.074 -0.045 -0.032
H 2.111145 -3.287743 -4.512794 0.057 -0.010 -0.025
F -3.067980 2.911977 -4.144127 -0.004 -0.017 -0.004
C -3.269457 2.928587 -2.807570 -0.003 -0.006 0.138
C -2.193843 2.738150 -1.964625 0.126 -0.017 -0.051
C -2.405303 2.757908 -0.592658 -0.067 0.019 0.080
C -3.685521 2.961222 -0.091101 0.010 -0.024 0.016
C -4.754043 3.146047 -0.958334 0.126 -0.034 0.037
C -4.546934 3.134192 -2.330080 -0.217 0.019 -0.128
H -1.207230 2.578144 -2.379734 -0.003 0.042 -0.012
H -1.563958 2.609063 0.076193 -0.311 0.075 -0.199
H -3.849141 2.973638 0.978556 0.001 0.009 0.002
H -5.751900 3.299179 -0.569213 -0.008 0.020 -0.012
H -5.363614 3.284617 -3.024649 0.023 0.003 -0.019
F -9.312779 0.142993 -3.875913 -0.008 -0.004 0.011
C -8.437145 0.459526 -4.851210 0.085 0.041 -0.121
C -7.175238 0.894526 -4.501304 0.080 0.015 0.195
C -6.273915 1.214940 -5.505908 -0.050 -0.003 -0.063
C -6.648473 1.107197 -6.838351 0.026 0.004 -0.031
C -7.925200 0.671903 -7.166120 0.063 0.016 0.060
C -8.830583 0.339386 -6.168474 -0.122 -0.039 -0.050
H -6.906406 0.976952 -3.456116 -0.014 -0.027 0.003
H -5.277759 1.549595 -5.246317 0.001 0.014 0.012
H -5.945139 1.361594 -7.619668 0.000 0.002 -0.004
H -8.219987 0.590090 -8.203636 -0.011 -0.015 -0.005
H -9.827672 -0.008506 -6.402295 -0.006 0.010 0.023
F 8.260047 0.074708 3.380855 0.017 0.002 0.009
C 7.028324 -0.007033 2.839758 -0.146 -0.027 -0.087
C 6.803277 -0.911694 1.821242 0.085 -0.090 -0.048
C 5.531531 -0.991792 1.270960 -0.026 0.067 0.065
C 4.512441 -0.170112 1.735986 -0.045 -0.054 -0.032
C 4.764184 0.732604 2.760069 0.038 -0.054 -0.032
C 6.030238 0.815975 3.320730 0.031 0.131 0.157
H 7.612654 -1.537279 1.469685 0.011 0.006 0.023
H 5.336290 -1.698705 0.474998 0.013 0.002 -0.016
H 3.523233 -0.233904 1.304508 0.161 -0.001 0.020
H 3.970519 1.372012 3.122315 -0.032 -0.028 0.015
H 6.244484 1.507519 4.125564 0.026 -0.009 -0.004
F 5.306166 7.905840 6.043078 0.001 0.014 0.011
C 5.168486 6.780247 5.314027 -0.013 -0.112 -0.074
C 6.265292 5.961223 5.137525 0.128 0.017 0.058
C 6.116786 4.802400 4.389321 -0.090 0.017 -0.011
C 4.887828 4.485686 3.827210 0.005 -0.064 -0.027
C 3.800495 5.327340 4.015625 0.068 -0.013 0.023
C 3.935351 6.484599 4.768593 -0.110 0.071 0.009
H 7.214639 6.231787 5.579583 -0.015 0.016 0.016
H 6.964963 4.145983 4.244929 0.021 0.016 -0.012
H 4.778161 3.583412 3.241233 0.005 0.015 -0.030
H 2.843439 5.082673 3.574582 -0.013 -0.002 0.010
H 3.100529 7.152014 4.934415 0.021 0.021 0.003
```
Positions in Å, forces in eV/Å.

The value obtained for the HOMO energy is -9.26 eV. Its SMILES is CCCO[C@]1(C[C@@H](C)Cl)OS(=O)(=O)O[C@]1(O)OC[C@@H](C)CC(C)C.Fc1ccccc1.Fc1ccccc1.Fc1ccccc1.Fc1ccccc1. As for the total charge: 0. The largest force on an atom comes out at 2.04 eV Å⁻¹. As for the frontier orbital gap: 9.67 eV. Its spin multiplicity is 1.

***

DFT (ωB97M-V with the def2-TZVPD basis set) results for C39H50BF4IrN5OSSi as an isolated structure in a non-equilibrium geometry.

The geometry in XYZ format:
```
103
Properties=species:S:1:pos:R:3:forces:R:3
Ir -0.985772 0.457545 -0.526960 0.239 0.878 -0.645
C 0.754159 -0.448598 3.251081 0.020 0.019 0.011
Si -0.288267 1.000461 2.695058 0.024 -0.096 -0.015
C -1.066285 1.905396 4.127361 0.011 -0.006 0.007
C 0.765532 2.181110 1.697683 -0.007 0.033 0.041
N -1.481429 0.278602 1.560893 -0.073 0.026 -0.039
C -2.594087 -0.372327 1.883751 -0.004 -0.007 -0.007
C -2.967600 -0.673962 3.228584 -0.010 -0.006 -0.002
C -4.108410 -1.368608 3.519079 -0.004 0.012 0.013
C -4.944721 -1.809365 2.486441 -0.005 -0.005 -0.010
C -4.631749 -1.548545 1.158973 0.000 0.024 0.007
C -3.493731 -0.834475 0.859874 0.012 -0.038 -0.018
O -3.100452 -0.587500 -0.424145 0.067 -0.122 -0.050
C -4.018082 -0.578429 -1.491900 -0.025 0.076 0.027
C -3.620435 -1.220549 -2.646066 -0.036 -0.063 0.011
C -4.460879 -1.174071 -3.750431 0.007 0.000 -0.001
C -5.666640 -0.493567 -3.678238 -0.008 0.003 0.004
C -6.031553 0.156775 -2.505869 0.001 -0.004 -0.007
C -5.202331 0.127418 -1.395449 0.042 0.050 -0.020
H 1.658410 -0.099321 3.755292 -0.006 -0.002 0.016
H 1.062432 -1.047802 2.389777 0.006 0.005 -0.002
H 0.218167 -1.101882 3.942289 -0.009 -0.009 -0.016
H -0.318650 2.585378 4.544243 -0.002 0.007 -0.007
H -1.393726 1.257239 4.939765 0.018 0.004 0.008
H -1.914347 2.501720 3.791131 -0.011 -0.002 0.002
H 1.101790 2.993945 2.346848 0.028 -0.017 0.011
H 0.214342 2.637389 0.873217 0.004 -0.008 0.008
H 1.654434 1.690083 1.296589 -0.017 -0.004 -0.026
H -2.317979 -0.347963 4.026189 -0.001 -0.004 -0.005
H -4.364610 -1.581309 4.547617 0.001 -0.002 0.001
H -5.842656 -2.365491 2.718612 -0.002 0.003 0.000
H -5.278472 -1.890257 0.363497 -0.007 0.004 -0.001
H -2.668992 -1.737152 -2.679015 0.001 0.003 0.003
H -4.167119 -1.667578 -4.666904 -0.003 -0.004 0.001
H -6.318539 -0.457429 -4.540271 0.000 0.002 -0.001
H -6.959794 0.709905 -2.458706 -0.001 -0.001 0.002
H -5.444580 0.667156 -0.489342 -0.018 -0.019 0.005
C 5.896176 -0.650256 0.527988 0.004 0.014 0.007
C 5.526451 0.043468 -0.790752 -0.007 0.001 -0.010
C 6.181637 1.425248 -0.820675 -0.008 0.004 -0.008
C 6.050135 -0.788173 -1.972437 0.017 -0.002 0.009
C 4.014492 0.137741 -0.926119 -0.018 -0.020 -0.024
C 3.357946 1.265881 -1.395353 -0.003 0.030 0.032
C 1.977346 1.286812 -1.468568 -0.018 -0.008 0.063
N 1.205642 0.247451 -1.136720 0.263 -0.144 0.143
C 1.829467 -0.882414 -0.754086 -0.016 -0.032 -0.028
C 3.203026 -0.952439 -0.617087 0.016 -0.020 -0.026
C 0.968023 -2.061870 -0.496503 -0.016 -0.010 0.038
C 1.491900 -3.349411 -0.464944 0.010 0.020 0.034
C 0.673357 -4.442605 -0.222088 -0.019 -0.013 -0.009
C -0.678220 -4.165914 -0.024526 -0.009 -0.010 -0.005
C -1.132185 -2.867012 -0.088976 -0.005 0.014 -0.022
N -0.333878 -1.821367 -0.325246 0.001 0.006 0.038
C 1.183924 -5.875793 -0.196614 0.000 0.008 0.009
C 2.703482 -5.947177 -0.343884 0.000 0.015 -0.009
C 0.533623 -6.638308 -1.361143 0.002 -0.014 0.008
C 0.785870 -6.527712 1.135097 0.017 -0.009 0.000
H 6.972573 -0.579843 0.685752 0.003 -0.018 -0.010
H 5.641071 -1.710520 0.522919 -0.021 0.005 0.008
H 5.398859 -0.179841 1.378229 0.016 0.013 0.003
H 7.256476 1.317384 -0.675604 0.001 0.000 0.000
H 5.798308 2.069009 -0.026478 0.001 0.000 0.000
H 6.034180 1.927173 -1.777599 -0.001 0.001 0.000
H 7.132406 -0.901419 -1.893317 0.001 0.003 -0.002
H 5.825723 -0.303257 -2.923676 -0.003 -0.002 0.000
H 5.605347 -1.784836 -1.983963 0.001 -0.001 0.002
H 3.893344 2.156797 -1.687223 0.007 -0.001 0.006
H 1.455170 2.168563 -1.808119 0.025 0.004 -0.001
H 3.648920 -1.865271 -0.253415 0.007 -0.001 0.002
H 2.543657 -3.495411 -0.649765 -0.002 -0.001 -0.014
H -1.391638 -4.955279 0.166986 -0.001 0.001 0.000
H -2.181190 -2.657301 0.048234 -0.006 -0.008 -0.015
H 3.037732 -5.562406 -1.309530 0.001 0.006 0.003
H 3.022030 -6.987513 -0.280389 -0.001 -0.001 -0.005
H 3.213734 -5.397660 0.450146 0.000 -0.004 0.003
H 0.744304 -6.152471 -2.315342 0.012 -0.008 -0.002
H -0.548657 -6.704102 -1.243189 -0.002 0.014 -0.008
H 0.928293 -7.654350 -1.402173 -0.011 -0.005 0.009
H 1.205865 -5.981355 1.981454 0.004 -0.002 0.000
H 1.164833 -7.549801 1.169316 -0.005 -0.003 -0.003
H -0.295998 -6.572973 1.260299 0.000 0.008 0.004
F -2.447783 3.089813 1.549340 0.022 -0.080 0.045
B -3.566390 2.703152 0.752265 -0.148 -0.017 -0.069
F -3.010872 2.005165 -0.380298 -0.213 0.159 0.320
F -4.198676 3.844272 0.289838 0.031 -0.013 0.035
F -4.404788 1.860192 1.455865 -0.011 -0.004 0.004
C -1.732845 5.977425 1.284245 -0.011 0.045 -0.005
C -0.973088 5.687221 0.036609 0.004 -0.011 0.016
C -0.128905 6.561504 -0.595077 -0.005 -0.004 -0.028
C 0.499036 6.135790 -1.773477 -0.020 0.036 -0.005
N 0.318063 4.922654 -2.282661 0.034 -0.075 -0.013
C -0.505325 4.074074 -1.664489 -0.027 0.040 0.117
S -0.820733 2.536766 -2.331250 -0.156 -0.626 0.071
N -1.127894 4.467855 -0.519439 -0.040 0.019 -0.051
C 1.404840 7.045458 -2.537691 0.009 -0.003 0.004
H -1.655849 7.031969 1.534714 0.016 0.004 -0.002
H -1.338339 5.380725 2.107947 -0.012 -0.002 -0.008
H -2.779864 5.699582 1.160749 0.009 0.003 0.004
H 0.031958 7.552114 -0.198130 -0.006 0.001 -0.002
H -1.772390 3.816583 -0.080215 0.056 -0.026 0.043
H 1.588723 7.977816 -2.009312 0.001 -0.001 0.001
H 0.950820 7.265932 -3.504816 0.000 0.001 0.000
H 2.349413 6.540575 -2.736227 0.000 -0.002 -0.002
```
Positions in Å, forces in eV/Å.

The value obtained for the HOMO energy (spin up / spin down) is -10.12 / -10.54 eV. As for the total charge: +1. The energy above the lowest of the compared OMol25 structures with the same formula, charge and spin is 7.57 kcal per mole. The largest force on an atom comes out at 1.12 eV Å⁻¹. As for the frontier orbital gap (spin up / spin down): 7.33 / 6.14 eV. Its spin multiplicity is 5.